Entry 1:
{
  "formula": "C2H2ClP",
  "method": "ωB97M-V with the def2-TZVPD basis set",
  "species": ["C", "P", "C", "Cl", "H", "H"],
  "positions_angstrom": [[1.1537, -0.7240, -0.6550], [-0.1086, -1.3748, 0.0933], [-0.8187, 0.2453, 0.7690], [-2.0566, 0.8819, -0.2124], [1.8966, -0.0377, -0.9757], [-0.0662, 1.0093, 0.9809]],
  "atomic_forces_ev_per_a": [[-0.860, -0.143, 0.583], [-0.044, -0.171, 0.146], [1.332, -0.198, -0.871], [-0.539, 0.202, -0.045], [0.354, 0.355, -0.172], [-0.243, -0.045, 0.359]],
  "lowdin_charge": [-0.304, 0.698, -0.839, 0.505, -0.042, -0.018],
  "charge": 0,
  "smiles": "C#P=CCl",
  "de_lowest_ev": 3.672,
  "homo_lumo_gap_ev": [8.0, 8.1]
}

Entry 2:
{
  "formula": "C2H2CuFO2",
  "method": "ωB97M-V with the def2-TZVPD basis set",
  "species": ["F", "C", "C", "H", "O", "O", "H", "Cu"],
  "positions_angstrom": [[-1.8219, -0.9396, -0.2679], [-1.1725, -0.0070, 0.3101], [-1.0454, 1.2254, 0.4558], [-1.6083, 2.1371, 0.2882], [0.8013, -0.8027, -0.3333], [1.8517, -0.2710, 0.5174], [1.6473, -0.5991, 1.4040], [0.9616, 1.2445, -0.3638]],
  "atomic_forces_ev_per_a": [[1.107, -0.583, 1.016], [-1.740, 2.148, -1.498], [0.765, -1.210, -0.901], [0.190, -0.009, 0.807], [1.413, 1.215, 1.259], [-0.317, -1.543, -1.184], [-0.185, -0.115, 0.402], [-1.232, 0.098, 0.098]],
  "lowdin_charge": [0.214, -0.165, 0.085, 0.102, -0.084, -0.044, 0.141, 0.752],
  "spin_multiplicity": 2,
  "charge": 1,
  "de_lowest_ev": 5.699,
  "homo_lumo_gap_ev": [10.1, 7.8],
  "s2": 0.76
}

Entry 3:
{
  "formula": "C2H2F2O2",
  "method": "ωB97M-V with the def2-TZVPD basis set",
  "species": ["O", "C", "O", "C", "F", "F", "H", "H"],
  "positions_angstrom": [[1.0653, 1.3222, -0.1893], [0.6113, 0.2972, -0.1329], [1.1937, -0.8780, -0.2299], [-0.9097, 0.0582, 0.2218], [-1.3778, -1.0602, -0.3098], [-1.6171, 1.1000, -0.3580], [2.0919, -0.8655, -0.2911], [-1.0576, 0.0260, 1.2893]],
  "atomic_forces_ev_per_a": [[3.397, 6.969, -0.535], [-4.555, -5.895, 1.062], [-3.544, -1.730, 0.234], [0.536, 1.444, -1.267], [-0.278, -0.997, -0.346], [0.460, -0.578, 0.798], [4.167, 0.493, -0.404], [-0.183, 0.294, 0.459]],
  "lowdin_charge": [0.228, -0.524, 0.185, -0.280, 0.100, 0.051, 0.081, 0.159],
  "charge": 0,
  "smiles": "O=C(O)C(F)F",
  "de_lowest_ev": 0.311,
  "homo_lumo_gap_ev": 11.7
}